This record from the OMol25 dataset describes a cluster of 2 separate species, C14H16 in total in a non-equilibrium geometry. The level of theory is the ωB97M-V functional and the def2-TZVPD basis.

Kohn-Sham gap: 9.8538 eV
lowest unoccupied orbital energy: 0.9 eV
HOMO: -8.936 eV
SMILES string: Cc1ccccc1.Cc1ccccc1
molar mass: 184.3 g mol⁻¹
energy above the lowest of the compared OMol25 structures with the same formula, charge and spin: 58.4 kJ/mol
DFT total energy: -14777.16050 eV

Each line ends with the Mulliken charge.
Geometry (Å):
C: 0.215 1.845 -2.704  -1.44
C: -1.920 1.561 -1.333  -0.51
C: -0.718 2.238 -1.582  0.91
C: -2.807 2.029 -0.382  -0.39
C: -0.488 3.393 -0.848  -0.45
C: -2.629 3.257 0.239  -0.58
C: -1.415 3.893 0.070  -0.37
H: -2.099 0.599 -1.785  0.36
H: -3.662 1.431 -0.174  0.41
H: 0.310 0.763 -2.735  0.35
H: 1.168 2.364 -2.627  0.35
H: 0.475 3.891 -0.793  0.25
H: -3.416 3.740 0.780  0.40
H: -1.150 4.764 0.656  0.39
H: -0.233 2.237 -3.617  0.32
C: 1.742 -4.588 0.579  -1.40
C: 0.751 -0.579 1.628  -0.31
C: 2.062 -0.857 1.286  -0.71
C: -0.224 -1.567 1.644  -0.52
C: 2.369 -2.162 0.937  -0.28
C: 0.117 -2.881 1.356  -0.37
C: 1.420 -3.180 0.969  0.74
H: 0.386 0.426 1.769  0.40
H: 2.838 -0.137 1.344  0.43
H: -1.190 -1.324 2.067  0.39
H: 3.337 -2.510 0.591  0.33
H: -0.693 -3.597 1.317  0.33
H: 2.684 -4.804 0.061  0.37
H: 1.056 -5.005 -0.168  0.31
H: 1.716 -5.240 1.454  0.30

Atoms 1-6, force components in eV/Å:
-0.6 0.3 0.4
0.9 0.0 0.5
-0.3 0.5 -0.3
-0.1 0.3 -0.5
0.3 0.2 1.3
0.4 -0.1 -0.3


This record from the OMol25 dataset describes a structure of composition C24H27NOPbSi in a non-equilibrium geometry. The level of theory is the ωB97M-V functional and the def2-TZVPD basis.

Kohn-Sham gap (spin up / spin down): 3.9315 / 3.9279 eV
lowest unoccupied orbital energy (spin up / spin down): -0.4 / -0.5 eV
HOMO (spin up / spin down): -4.348 / -4.394 eV
molar mass: 580.8 g mol⁻¹
energy above the lowest of the compared OMol25 structures with the same formula, charge and spin: 109.0 kJ/mol
DFT total energy: -41981.36895 eV

Each line ends with the Mulliken charge.
Geometry (Å):
C: 0.585 -1.994 0.665  -0.74
C: -0.092 -2.051 -0.587  -0.29
C: 0.869 -1.931 -1.614  -0.77
H: -1.153 -2.240 -0.722  0.75
C: 2.161 -1.807 -1.004  -0.89
C: 1.963 -1.875 0.413  -0.58
H: 2.755 -1.957 1.157  0.56
H: 0.099 -2.059 1.638  0.40
H: 0.661 -1.998 -2.674  0.46
H: 3.116 -1.862 -1.516  0.69
Pb: 2.205 0.865 -0.881  0.78
C: -1.172 2.376 -1.076  -0.69
H: -0.146 2.090 -0.873  -0.34
H: -1.372 3.317 -0.547  0.38
H: -1.306 2.564 -2.146  0.37
Si: -2.487 0.982 -0.589  0.50
C: -3.392 1.095 1.015  0.65
C: -3.572 -0.103 1.757  -0.33
H: -3.614 -1.069 1.243  0.40
C: -3.715 -0.046 3.149  -0.61
H: -3.776 -0.969 3.722  0.37
C: -3.814 1.188 3.805  -0.45
H: -3.894 1.220 4.900  0.35
C: -3.775 2.368 3.050  -0.43
H: -3.899 3.331 3.553  0.36
C: -3.568 2.323 1.667  -0.71
H: -3.556 3.242 1.075  0.31
C: -3.147 -0.053 -1.988  0.49
C: -4.310 -0.828 -1.819  -0.43
H: -5.003 -0.598 -1.009  0.39
C: -4.548 -1.938 -2.640  -0.45
H: -5.420 -2.566 -2.449  0.37
C: -3.657 -2.279 -3.668  -0.53
H: -3.810 -3.183 -4.259  0.36
C: -2.531 -1.475 -3.873  -0.44
H: -1.825 -1.748 -4.656  0.37
C: -2.275 -0.361 -3.060  -0.40
H: -1.379 0.242 -3.229  0.24
H: -1.250 0.122 -0.037  0.04
H: -1.949 -0.441 0.018  -0.21
O: 4.400 1.029 -1.760  -0.41
C: 5.545 0.623 -0.953  -0.50
C: 5.158 0.654 0.485  0.49
C: 6.090 0.735 1.513  -0.69
C: 5.660 0.713 2.838  -0.48
C: 4.287 0.575 3.094  -0.77
C: 3.404 0.528 2.024  -0.28
N: 3.826 0.628 0.729  -0.16
H: 4.657 1.149 -2.688  0.25
H: 5.859 -0.382 -1.252  0.27
H: 6.363 1.328 -1.136  0.39
H: 7.141 0.822 1.231  0.36
H: 6.366 0.800 3.659  0.37
H: 3.903 0.493 4.113  0.38
H: 2.333 0.409 2.191  0.48

Atoms 1-6, force components in eV/Å:
0.1 0.0 -0.4
0.9 -0.1 -0.4
-0.6 -0.1 0.5
0.1 0.2 -0.1
-0.2 0.6 0.0
-0.2 0.1 0.3


- What is the formula in the first record?
  C14H16


Please write out number 1 again, unchanged.
This record from the OMol25 dataset describes a cluster of 2 separate species, C14H16 in total in a non-equilibrium geometry. The level of theory is the ωB97M-V functional and the def2-TZVPD basis.

Kohn-Sham gap: 9.8538 eV
lowest unoccupied orbital energy: 0.9 eV
HOMO: -8.936 eV
SMILES string: Cc1ccccc1.Cc1ccccc1
molar mass: 184.3 g mol⁻¹
energy above the lowest of the compared OMol25 structures with the same formula, charge and spin: 58.4 kJ/mol
DFT total energy: -14777.16050 eV

Each line ends with the Mulliken charge.
Geometry (Å):
C: 0.215 1.845 -2.704  -1.44
C: -1.920 1.561 -1.333  -0.51
C: -0.718 2.238 -1.582  0.91
C: -2.807 2.029 -0.382  -0.39
C: -0.488 3.393 -0.848  -0.45
C: -2.629 3.257 0.239  -0.58
C: -1.415 3.893 0.070  -0.37
H: -2.099 0.599 -1.785  0.36
H: -3.662 1.431 -0.174  0.41
H: 0.310 0.763 -2.735  0.35
H: 1.168 2.364 -2.627  0.35
H: 0.475 3.891 -0.793  0.25
H: -3.416 3.740 0.780  0.40
H: -1.150 4.764 0.656  0.39
H: -0.233 2.237 -3.617  0.32
C: 1.742 -4.588 0.579  -1.40
C: 0.751 -0.579 1.628  -0.31
C: 2.062 -0.857 1.286  -0.71
C: -0.224 -1.567 1.644  -0.52
C: 2.369 -2.162 0.937  -0.28
C: 0.117 -2.881 1.356  -0.37
C: 1.420 -3.180 0.969  0.74
H: 0.386 0.426 1.769  0.40
H: 2.838 -0.137 1.344  0.43
H: -1.190 -1.324 2.067  0.39
H: 3.337 -2.510 0.591  0.33
H: -0.693 -3.597 1.317  0.33
H: 2.684 -4.804 0.061  0.37
H: 1.056 -5.005 -0.168  0.31
H: 1.716 -5.240 1.454  0.30

Atoms 1-6, force components in eV/Å:
-0.6 0.3 0.4
0.9 0.0 0.5
-0.3 0.5 -0.3
-0.1 0.3 -0.5
0.3 0.2 1.3
0.4 -0.1 -0.3


- The lowest molar mass belongs to which entry?
  C14H16